Run a
Entry from the Open Molecules 2025 dataset: a cluster of 7 separate species, C42H99O22P in total (ωB97M-V with the def2-TZVPD basis set).

Kohn-Sham gap (eV): 9.78
Structure (SMILES): CCOP(=O)(OCC)OCC.COCCOCCOC.COCCOCCOC.COCCOCCOC.COCCOCCOC.COCCOCCOC.COCCOCCOC
Charge: 0
HOMO (eV): -9.2

CARTESIAN COORDINATES (ANGSTROEM)
C (6.165, 16.574, 2.492)
H (10.109, 14.154, 18.955)
C (16.419, 20.559, 7.412)
H (6.300, 18.376, 6.032)
H (7.734, 18.502, 9.948)
C (11.608, 21.741, 7.312)
H (8.650, 18.066, 12.276)
C (15.183, 19.008, 8.743)
H (4.353, 19.696, 0.549)
H (9.160, 19.362, 3.792)
C (9.467, 13.561, 16.225)
O (11.024, 21.087, 6.097)
O (15.937, 19.183, 7.574)
H (13.256, 22.135, 5.861)
H (9.642, 15.535, 17.930)
C (10.399, 14.770, 18.104)
H (8.374, 16.453, 12.621)
H (11.677, 15.952, 15.660)
H (8.881, 17.193, 8.038)
C (16.384, 16.430, 13.914)
H (16.819, 20.894, 8.368)
C (13.047, 22.195, 6.929)
H (11.796, 21.014, 8.102)
H (12.908, 14.894, 16.133)
C (3.094, 13.950, 1.895)
H (12.105, 11.625, 16.121)
C (4.589, 10.491, 4.249)
H (10.753, 16.693, 13.183)
H (5.955, 27.051, 3.827)
C (6.781, 22.017, 5.166)
O (16.198, 11.144, 14.252)
C (6.499, 24.027, 3.836)
C (11.499, 18.615, 10.781)
O (5.463, 25.679, 2.329)
H (12.344, 14.512, 18.694)
H (0.913, 13.855, 1.453)
H (8.040, 15.820, 3.387)
C (17.434, 13.003, 15.156)
O (4.244, 11.689, 3.595)
C (5.846, 26.950, 2.747)
C (7.903, 16.906, 8.425)
H (6.783, 27.394, 2.409)
O (5.371, 13.369, 4.989)
H (6.100, 19.166, 2.469)
H (17.327, 20.732, 6.834)
H (11.470, 22.482, 4.632)
H (16.205, 15.242, 15.829)
C (9.866, 12.932, 14.886)
H (8.930, 14.451, 15.896)
H (18.237, 13.358, 15.801)
H (16.891, 16.351, 12.952)
O (6.941, 22.656, 3.886)
H (7.993, 18.840, 6.496)
H (8.177, 16.719, 1.810)
H (3.896, 10.363, 5.081)
C (4.586, 9.239, 3.257)
O (10.755, 11.738, 14.761)
C (12.172, 11.809, 15.049)
H (17.825, 15.731, 15.342)
H (9.650, 17.892, 4.714)
H (4.873, 15.825, 7.303)
O (2.714, 13.145, 5.106)
O (8.688, 16.736, 10.627)
H (6.522, 22.611, 6.042)
H (13.342, 16.527, 15.882)
C (5.934, 20.086, -2.050)
H (12.839, 11.149, 14.495)
C (10.512, 16.923, 12.146)
C (1.558, 14.144, 2.283)
H (13.648, 16.623, 12.522)
H (5.797, 20.646, 0.467)
H (10.214, 13.680, 14.173)
H (1.418, 15.138, 2.708)
C (15.256, 21.365, 6.781)
C (16.862, 15.380, 14.971)
H (6.147, 13.933, 6.774)
H (8.915, 12.596, 14.471)
H (5.479, 24.041, 4.220)
H (5.605, 10.574, 4.635)
H (5.057, 8.372, 3.722)
H (5.013, 20.379, -2.552)
C (10.589, 21.986, 5.040)
C (12.552, 15.909, 16.308)
H (6.692, 19.618, -2.678)
H (15.571, 22.311, 6.341)
O (14.990, 16.115, 13.669)
H (3.242, 22.660, 3.528)
H (9.887, 22.733, 5.408)
H (18.292, 10.953, 14.796)
H (1.345, 13.520, 3.151)
C (5.551, 21.056, 5.049)
O (7.935, 17.940, 3.538)
H (16.619, 12.971, 15.879)
H (3.598, 8.779, 3.233)
H (15.020, 12.788, 13.467)
C (6.494, 24.763, 2.480)
H (15.082, 17.380, 11.962)
H (7.152, 24.644, 4.453)
C (7.777, 17.415, 9.893)
H (16.517, 17.395, 14.402)
H (12.189, 19.455, 10.698)
C (5.426, 19.626, 0.372)
O (12.382, 16.331, 17.604)
H (5.892, 20.439, 4.218)
H (11.628, 15.715, 19.520)
O (17.172, 14.105, 14.275)
H (9.937, 18.117, 2.940)
H (15.971, 11.888, 12.263)
C (17.526, 11.611, 14.387)
H (6.209, 20.969, -1.474)
O (10.580, 13.734, 17.142)
H (5.643, 17.033, 3.332)
H (6.294, 24.034, 1.695)
H (4.857, 9.475, 2.228)
H (13.221, 23.227, 7.235)
O (5.709, 19.206, -0.997)
O (11.266, 18.136, 12.102)
H (12.620, 12.763, 14.769)
H (10.172, 21.364, 4.247)
C (7.249, 18.045, 6.453)
O (4.343, 21.688, 4.824)
C (14.565, 17.093, 12.878)
H (5.564, 20.482, 5.975)
H (3.655, 14.929, 6.427)
O (14.099, 21.477, 7.537)
C (7.751, 16.700, 2.813)
H (14.238, 19.486, 9.003)
H (3.402, 13.005, 1.448)
C (5.726, 14.417, 5.893)
H (12.014, 17.789, 10.291)
C (9.253, 18.276, 3.774)
H (14.579, 11.195, 13.091)
H (11.035, 16.220, 11.497)
H (7.407, 25.105, 1.993)
H (7.799, 15.825, 8.330)
H (7.166, 18.725, 1.193)
P (3.959, 13.150, 4.228)
O (5.781, 17.358, 1.377)
H (4.713, 21.983, 2.687)
C (8.961, 17.075, 11.945)
H (3.462, 20.910, 3.288)
H (7.728, 21.520, 5.379)
H (7.598, 17.256, 5.787)
H (5.051, 27.672, 2.560)
H (6.830, 17.037, 10.278)
O (6.913, 17.572, 7.692)
H (14.924, 17.955, 8.849)
H (11.038, 22.603, 7.659)
H (4.406, 16.136, 5.620)
C (6.109, 18.761, 1.457)
H (5.959, 15.507, 2.414)
H (14.233, 17.946, 13.471)
H (8.851, 12.855, 16.782)
H (17.860, 11.701, 13.353)
C (15.461, 11.822, 13.224)
C (4.654, 15.358, 6.343)
H (15.006, 20.711, 5.946)
H (6.572, 14.906, 5.409)
H (15.704, 19.333, 9.644)
C (3.974, 21.854, 3.478)
H (3.393, 14.791, 1.269)
O (3.924, 14.230, 2.978)
C (11.706, 15.372, 18.488)
H (10.626, 18.847, 10.172)

=====

Run b
Entry from the Open Molecules 2025 dataset: a cluster of 7 separate species, C42H99O22P in total (ωB97M-V with the def2-TZVPD basis set).

Kohn-Sham gap (eV): 9.78
Structure (SMILES): CCOP(=O)(OCC)OCC.COCCOCCOC.COCCOCCOC.COCCOCCOC.COCCOCCOC.COCCOCCOC.COCCOCCOC
Charge: 0
HOMO (eV): -9.3

CARTESIAN COORDINATES (ANGSTROEM)
C (-4.684, 9.329, 2.847)
C (-5.493, -11.079, -3.384)
O (-7.034, -8.090, -3.155)
H (-8.528, 2.192, -7.195)
C (12.705, 6.763, 4.545)
H (-0.206, 2.604, 1.501)
H (13.760, 6.970, 4.728)
O (-1.696, 15.010, 4.459)
H (8.919, -6.545, 5.778)
H (-11.932, 5.568, -11.769)
C (-2.698, -7.666, 1.511)
H (10.586, -5.380, 3.519)
H (-3.348, -1.659, 1.926)
O (-6.784, -5.678, -6.089)
H (-4.873, -5.796, -6.846)
H (9.082, 4.810, 4.462)
O (-3.752, 10.361, 3.300)
O (-4.675, 0.926, 0.436)
O (0.498, 0.967, 2.628)
H (-1.160, 10.649, 4.707)
O (1.599, -6.249, 1.527)
O (12.607, 5.419, 4.155)
H (12.438, -6.877, 6.899)
C (-7.194, -6.797, -3.885)
O (8.407, -3.255, 6.583)
H (-7.317, -9.557, -4.686)
H (-10.344, 5.567, -12.255)
C (-1.820, 1.129, 1.524)
O (11.787, 3.179, 2.359)
H (12.288, 7.324, 3.709)
H (-2.908, -6.837, 2.185)
H (-0.879, 13.545, 5.722)
H (9.453, 2.256, 1.765)
O (8.967, 4.057, 2.436)
H (9.108, -4.902, 7.696)
O (-10.620, 3.277, -10.961)
H (7.346, -2.674, 8.170)
H (2.320, -2.994, -1.902)
C (12.201, -7.844, 6.454)
C (8.309, -2.514, 7.685)
H (-5.432, -0.897, 1.093)
C (-2.444, 10.117, 3.034)
H (-2.162, 9.119, 3.368)
H (13.736, 5.454, 2.405)
H (-5.436, 2.566, -0.240)
C (9.417, 2.807, 2.705)
C (-7.753, -9.191, -3.757)
H (8.459, 5.822, 3.278)
H (-9.683, 0.496, -9.272)
H (-2.252, -8.562, 1.944)
H (0.336, 14.294, 4.871)
H (12.055, 7.043, 5.374)
H (-1.633, -8.072, -0.373)
H (11.154, -8.003, 6.710)
H (11.014, 1.658, 3.540)
C (11.143, -5.762, 4.375)
C (-7.772, -10.414, -2.756)
H (1.092, -0.339, 3.808)
C (2.341, -5.279, -1.329)
H (-5.052, 0.053, 2.322)
H (-2.333, 10.171, 1.951)
H (-8.268, -10.145, -1.824)
H (3.062, -5.726, -0.644)
C (10.801, 2.700, 3.304)
C (-9.783, 1.571, -9.422)
C (0.517, -5.310, 3.400)
H (10.957, 3.403, 4.123)
C (-3.287, -0.700, 1.412)
C (-1.385, 10.952, 3.684)
H (-2.540, 15.039, 2.673)
H (-0.736, 14.787, 2.629)
H (2.396, -3.368, -0.226)
H (-3.692, -7.930, 1.151)
H (-5.699, 2.300, 1.455)
H (10.491, -7.875, 4.549)
C (13.540, 4.791, 3.247)
C (0.666, 0.651, 3.972)
H (-5.787, -4.722, -7.723)
H (12.179, -5.423, 4.381)
C (9.160, -5.492, 5.630)
H (1.149, -5.335, 4.287)
H (8.686, -5.314, 4.665)
H (-0.426, 10.693, 3.236)
H (-8.235, -11.280, -3.228)
H (3.754, -3.564, -1.247)
H (-0.182, 0.443, 4.624)
C (-6.676, -6.822, -5.301)
C (13.134, 3.337, 2.835)
O (10.531, -5.275, 5.543)
C (-11.314, 3.500, -12.206)
O (-2.442, 0.098, 2.220)
H (11.488, -7.604, 3.168)
C (-11.282, 5.059, -12.480)
H (-4.757, 9.527, 1.777)
H (-10.400, 1.978, -8.620)
H (13.584, 2.596, 3.496)
H (-2.308, -6.538, -0.279)
C (1.219, -5.035, 2.076)
H (-9.362, 1.878, -11.474)
H (0.538, -4.526, 1.394)
H (9.199, -2.860, 8.209)
C (8.531, -4.714, 6.791)
H (-11.070, 1.281, -11.061)
H (10.206, 5.529, 3.331)
H (-10.934, 2.918, -13.046)
C (2.681, -3.751, -1.206)
H (-1.498, 12.841, 1.832)
H (-12.378, 3.343, -12.030)
C (-10.227, 1.926, -10.813)
O (-6.476, -10.759, -2.390)
C (-13.097, 5.633, -13.773)
C (-5.762, 1.817, 0.480)
H (-7.557, 0.822, -7.980)
H (-5.660, 9.527, 3.290)
H (8.725, 2.238, 3.326)
H (-5.949, -11.954, -3.846)
H (-0.561, 15.254, 6.131)
H (-13.221, 5.831, -14.838)
C (-0.629, 14.527, 5.321)
H (-0.233, -4.540, 3.578)
P (0.766, -6.727, 0.245)
H (-2.454, 1.811, 0.957)
H (-4.377, 8.307, 3.069)
C (-4.704, -0.113, 1.303)
O (-11.794, 5.082, -13.762)
H (-13.856, 4.876, -13.578)
H (12.884, -8.523, 6.965)
C (11.336, -7.282, 4.199)
O (-8.545, 2.200, -9.116)
C (9.226, 5.059, 3.411)
H (-13.197, 6.593, -13.266)
O (1.258, -8.037, -0.268)
O (-1.623, 12.338, 3.884)
O (12.442, -7.742, 5.037)
C (-0.624, 1.872, 2.192)
H (-5.293, -10.318, -4.139)
H (14.454, 4.711, 3.836)
H (0.009, -6.270, 3.306)
H (8.325, -1.481, 7.335)
H (2.151, -4.531, 2.332)
C (-1.681, 14.528, 3.107)
H (-5.695, -7.284, -5.192)
H (-0.873, 2.483, 3.059)
C (-1.824, -7.282, 0.354)
H (-6.987, 2.611, -8.071)
H (-5.959, -6.462, -7.976)
H (-6.739, 1.467, 0.145)
H (-8.173, -6.327, -3.800)
H (2.418, -5.849, -2.255)
H (-7.285, -7.540, -5.851)
C (-5.891, -5.682, -7.218)
O (1.040, -5.523, -0.839)
H (-4.692, -11.447, -2.743)
H (-1.226, 0.583, 0.791)
H (-3.052, 13.014, 2.471)
H (-8.736, -8.798, -4.018)
H (1.282, 1.418, 4.441)
H (13.705, 3.180, 1.920)
H (-6.690, -6.032, -3.294)
H (-2.924, -1.168, 0.497)
C (-2.005, 13.123, 2.755)
O (-0.733, -6.554, 0.921)
C (-7.790, 1.886, -7.937)
H (7.519, -4.987, 7.091)

=====

Stability ranking, top and bottom: run a is the most stable and run b is the least stable.

=====

Run a
Entry from the Open Molecules 2025 dataset: a cluster of 2 separate species, C6H8N2O4 in total (ωB97M-V with the def2-TZVPD basis set).

Kohn-Sham gap (eV): 8.50
Charge: 0
HOMO (eV): -8.1

CARTESIAN COORDINATES (ANGSTROEM)
O (1.829, 0.648, -0.225)
C (1.025, -1.516, -0.705)
H (-1.733, -1.214, -0.660)
C (-0.267, 1.615, 0.510)
C (-2.264, -3.329, 1.278)
C (0.730, -0.260, -0.409)
H (-0.363, 1.435, 1.624)
C (1.247, 1.900, 0.159)
N (-1.155, 2.807, 0.172)
H (1.214, 2.554, -0.709)
C (-0.551, 0.229, 0.010)
H (0.629, -3.304, -1.206)
O (0.083, -2.429, -0.875)
H (-2.021, 2.514, 0.578)
O (2.272, -1.918, -0.996)
H (1.642, 2.433, 1.019)
O (-2.193, -3.453, 2.403)
N (-1.706, -0.315, -0.095)
H (-1.314, 2.767, -0.833)
H (2.894, -1.164, -1.040)

=====

Run b
Entry from the Open Molecules 2025 dataset: a cluster of 2 separate species, C6H8N2O4 in total (ωB97M-V with the def2-TZVPD basis set).

Kohn-Sham gap (eV): 10.16
Structure (SMILES): O=c1cc[nH]c(=O)[nH]1.CC(=O)O
Charge: 0
HOMO (eV): -9.7

CARTESIAN COORDINATES (ANGSTROEM)
C (-1.766, -1.922, -1.785)
H (-3.661, -2.785, -1.613)
C (-2.617, -2.871, -1.069)
O (-0.527, -1.627, -1.237)
N (2.617, 1.734, 1.276)
H (0.741, 0.826, -1.370)
H (3.092, 1.345, -0.684)
H (3.560, 1.943, 1.513)
C (2.281, 1.395, -0.003)
C (-0.021, 1.082, 0.627)
N (0.360, 1.546, 1.865)
O (1.901, 2.240, 3.393)
H (-2.040, -3.761, -1.142)
C (1.636, 1.879, 2.268)
H (-0.362, 1.726, 2.555)
O (-1.936, -1.279, -2.859)
H (-0.414, -0.693, -1.842)
H (-2.690, -2.635, 0.052)
C (1.045, 1.072, -0.367)
O (-1.199, 0.785, 0.420)

=====

Stability ranking, top and bottom: run b is the most stable and run a is the least stable.

=====

Run a
Entry from the Open Molecules 2025 dataset: a cluster of 2 separate species, CH3Cl2N3 in total (ωB97M-V with the def2-TZVPD basis set).

Kohn-Sham gap (eV): 9.70
Structure (SMILES): ClNCl.N=C=N
Charge: 0
HOMO (eV): -9.4

CARTESIAN COORDINATES (ANGSTROEM)
H (-0.115, 1.776, -1.447)
N (-0.808, -0.322, 0.824)
H (-1.168, -1.157, 0.925)
C (-0.422, 0.456, 0.004)
H (2.869, 0.640, -1.534)
N (0.217, 1.209, -0.663)
N (3.419, 0.385, -0.677)
Cl (3.322, 1.495, 0.655)
Cl (2.841, -1.155, -0.241)

=====

Run b
Entry from the Open Molecules 2025 dataset: an isolated molecule of CH3Cl2N3 (ωB97M-V with the def2-TZVPD basis set).

Kohn-Sham gap (eV): 9.22
Structure (SMILES): [H]/N=C(/N)N(Cl)Cl
Charge: 0
HOMO (eV): -9.6

CARTESIAN COORDINATES (ANGSTROEM)
N (-0.978, -0.419, 0.301)
N (0.840, -0.113, -1.313)
Cl (-2.008, 0.952, 0.623)
C (0.347, -0.015, -0.111)
H (1.932, 0.738, 0.655)
H (0.533, 0.372, 1.759)
Cl (-1.847, -1.478, -0.855)
H (0.141, -0.512, -1.980)
N (1.038, 0.475, 0.921)

=====

Stability ranking, top and bottom: run b is the most stable and run a is the least stable.

=====

Run a
Entry from the Open Molecules 2025 dataset: a structure of composition C21H21N4O4W (ωB97M-V with the def2-TZVPD basis set).

Kohn-Sham gap (eV): 6.92
Charge: +3
HOMO (eV): -17.9

CARTESIAN COORDINATES (ANGSTROEM)
C (-6.759, 2.048, 18.716)
H (-7.687, 1.576, 19.038)
W (-3.830, -1.262, 17.433)
C (-0.572, -3.531, 13.780)
H (-1.828, -1.770, 13.649)
H (-7.361, 3.884, 19.426)
H (-0.758, -3.740, 18.632)
H (-2.496, 1.153, 17.154)
H (-6.618, -5.130, 19.679)
H (-0.266, -3.606, 12.721)
O (-5.847, -0.043, 17.710)
C (-0.254, -4.394, 16.031)
C (-2.099, -0.484, 19.732)
C (-2.170, -1.991, 19.838)
N (-6.280, -4.192, 19.552)
H (-3.241, 3.570, 18.003)
C (-5.977, 0.009, 16.375)
O (-5.099, -0.631, 15.738)
H (0.873, -4.972, 14.353)
H (-5.117, 5.022, 19.105)
H (0.346, -4.992, 16.721)
H (-1.324, -2.403, 20.362)
H (-8.219, 0.658, 14.404)
C (-6.521, 3.390, 19.037)
C (-4.188, 3.201, 18.234)
C (-1.421, -3.284, 17.918)
C (-7.110, 0.821, 14.473)
C (-5.259, 3.985, 18.802)
O (-6.860, 0.693, 15.907)
H (-1.129, -0.280, 19.309)
H (-5.288, -4.520, 17.693)
C (-3.341, 0.807, 17.777)
C (-1.167, -3.476, 16.515)
C (-4.448, 1.832, 17.951)
C (-1.442, -2.534, 14.251)
H (-5.835, -0.996, 19.926)
H (-6.777, 1.847, 14.222)
H (-3.046, -2.274, 20.391)
H (-6.872, -3.201, 21.314)
H (-6.524, 0.111, 13.992)
O (-2.752, -1.750, 16.043)
C (-5.692, 1.324, 18.163)
C (0.008, -4.418, 14.695)
H (-2.306, 0.073, 20.702)
C (-5.610, -3.843, 18.463)
C (-6.460, -3.066, 20.321)
C (-1.757, -2.610, 15.624)
N (-3.081, -0.130, 18.742)
C (-5.867, -2.002, 19.679)
N (-2.332, -2.455, 18.443)
N (-5.291, -2.489, 18.520)

=====

Run b
Entry from the Open Molecules 2025 dataset: a structure of composition C21H21N4O4W (ωB97M-V with the def2-TZVPD basis set).

Kohn-Sham gap (eV): 6.82
Charge: +3
HOMO (eV): -17.8

CARTESIAN COORDINATES (ANGSTROEM)
C (-0.966, -2.312, 2.252)
O (0.993, 1.011, -3.633)
C (-3.752, 1.630, -0.566)
C (0.679, 3.930, -1.715)
C (-0.040, -5.731, 1.277)
H (2.364, 0.520, 0.939)
C (-0.745, -4.693, 1.848)
C (-1.184, -0.031, 2.989)
C (1.732, 2.386, -0.144)
H (-2.127, 0.529, 2.812)
N (-0.857, -1.040, 1.925)
W (0.060, -0.263, 0.134)
C (0.840, 2.660, -1.193)
H (1.643, 6.030, -1.573)
C (2.337, 4.724, -0.057)
H (0.163, 1.765, 3.458)
H (-1.492, -2.512, 3.178)
H (2.512, 0.354, -4.757)
H (0.940, 0.327, 3.455)
C (1.449, 0.068, -4.648)
H (-4.448, 2.382, -0.607)
O (0.913, -1.810, 0.236)
H (1.578, -6.249, -0.065)
C (1.388, -4.130, 0.101)
C (0.740, 0.685, -2.473)
C (2.416, 3.420, 0.499)
H (0.064, 4.040, -2.596)
H (-1.158, -0.595, 3.902)
H (-4.851, -0.010, -1.179)
H (0.856, 0.328, -5.492)
C (1.493, 5.022, -1.134)
H (-2.850, -1.463, -0.666)
N (-1.904, 0.426, -0.252)
C (1.505, 1.122, 0.702)
H (-1.863, 2.506, 0.266)
O (0.917, -0.381, -1.878)
C (-2.487, 1.705, -0.150)
H (3.196, 3.202, 1.272)
O (0.114, 1.576, -1.668)
C (-2.917, -0.400, -0.628)
C (0.594, -3.104, 0.558)
C (0.998, -5.453, 0.395)
N (0.395, 0.998, 1.487)
N (-3.982, 0.343, -0.915)
H (-0.219, -6.768, 1.578)
H (1.423, -0.921, -4.240)
H (2.283, -3.829, -0.463)
C (0.114, 0.780, 2.954)
C (-0.395, -3.370, 1.480)
H (2.970, 5.516, 0.327)
H (-1.432, -4.921, 2.668)

=====

Stability ranking, top and bottom: run a is the most stable and run b is the least stable.